Entry from the Open Molecules 2025 dataset: a cluster of 2 separate species, C2H4BrN in total at a distorted geometry (the ωB97M-V functional and the def2-TZVPD basis).

Output
- LUMO energy: 0.507 eV
- Highest occupied orbital energy: -8.7 eV
- Kohn-Sham gap: 9.25 eV
- E: -73667.7055 eV
- Max |F|: 7.04 eV/Å

Geometry as XYZ:
```
8
Properties=species:S:1:pos:R:3:mulliken_charge:R:1
C 0.287 1.187 -0.661 -0.1538
C -0.171 -1.246 0.847 -0.4198
N -0.495 0.767 0.210 -0.4340
Br 1.552 -1.590 0.241 -0.0839
H -0.054 2.201 -0.938 0.2911
H 1.329 0.801 -1.128 0.1515
H -0.412 -1.157 1.795 0.3564
H -0.859 -1.707 0.180 0.2926
```